[1]
Entry from the OMol25 dataset: a single CHN3O2 molecule at a distorted geometry (ωB97M-V with the def2-TZVPD basis set).

Relative energy (zero: lowest compared OMol25 entry of this formula, charge and spin) = 350.1 kJ/mol
HOMO energy = -0.392 Eh
Spin multiplicity = 1
LUMO = -1.03 eV
Electronic energy = -353.29980 Eh
Largest force on an atom = 15.342 eV/Å
HOMO-LUMO gap = 9.650 eV

Atoms and positions in Å:
O -1.44675 -1.26515 -1.03237
C -0.65307 -0.58926 -0.37339
N -0.38084 -0.77121 1.02330
N 0.62348 0.05746 1.16209
N 1.02486 0.65860 -0.05721
O -0.11321 0.30253 -0.86153
H 0.94553 1.60704 0.13912


[2]
Entry from the OMol25 dataset: a molecular structure, C3H5ClO at a distorted geometry (ωB97M-V with the def2-TZVPD basis set).

Relative energy (zero: lowest compared OMol25 entry of this formula, charge and spin) = 140.1 kJ/mol
HOMO energy = -0.374 Eh
Spin multiplicity = 1
LUMO = 1.02 eV
Electronic energy = -652.67995 Eh
Largest force on an atom = 2.255 eV/Å
HOMO-LUMO gap = 11.187 eV

Atoms and positions in Å:
C 0.05071 -0.03257 0.53801
C -0.95709 -0.97827 -0.05512
C -0.88009 0.97826 -0.02602
H 0.21833 -0.13633 1.61167
H -0.66430 -1.31746 -1.09456
H -1.41453 -1.74593 0.57682
H -1.09177 1.95162 0.44088
H -0.36131 1.17329 -0.92395
O -1.94337 0.05677 -0.17305
Cl 1.73996 -0.01082 -0.11574


[3]
Entry from the OMol25 dataset: a molecular structure, C4H5CrNO4 at a distorted geometry (ωB97M-V with the def2-TZVPD basis set).

HOMO energy (spin up / spin down) = -0.635 / -0.813 Eh
Net charge = +2
Expectation value of S² = 6.019
Spin multiplicity = 5
LUMO (spin up / spin down) = -9.72 / -12.37 eV
Electronic energy = -1554.78106 Eh
Largest force on an atom = 11.279 eV/Å
HOMO-LUMO gap (spin up / spin down) = 7.548 / 9.764 eV

Atoms and positions in Å:
Cr 0.00335 -0.01115 -0.54091
O 0.00813 3.12300 -0.15714
C 0.00817 1.97257 -0.40809
C 0.02034 -1.94533 -0.53022
O 0.02751 -3.11555 -0.33154
C 1.92687 -0.00891 -0.41056
O 3.08699 0.02487 -0.22395
C -1.91282 -0.01806 -0.48450
O -3.07622 0.00999 -0.35766
H 0.01141 0.43596 -2.12799
H 0.01307 -0.39916 -2.16797
N -0.02279 -0.05955 1.62560
H 0.80396 -0.45444 2.05507
H -0.86776 -0.44791 2.02575
H -0.03021 0.89367 2.03412


[4]
Entry from the OMol25 dataset: a molecular structure, C61H46MoNO4P3Si (ωB97M-V with the def2-TZVPD basis set).

Relative energy (zero: lowest compared OMol25 entry of this formula, charge and spin) = 571.4 kJ/mol
HOMO energy (spin up / spin down) = -0.489 / -0.495 Eh
Net charge = +2
Expectation value of S² = 2.030
Spin multiplicity = 3
LUMO (spin up / spin down) = -6.45 / -7.36 eV
Electronic energy = -4088.94279 Eh
Largest force on an atom = 0.942 eV/Å
HOMO-LUMO gap (spin up / spin down) = 6.846 / 6.099 eV

Atoms and positions in Å:
Mo -0.19689 0.05394 -0.10998
C -4.18426 -0.63493 -4.19965
C -3.25004 0.25165 -4.71373
C -2.45769 1.01469 -3.86100
C -2.61434 0.89173 -2.48705
C -3.55275 -0.01135 -1.97102
C -4.33750 -0.76943 -2.82343
P -1.66434 1.82104 -1.25188
C -2.91640 2.86908 -0.44965
C -4.18494 3.06023 -0.99533
C -5.07809 3.92789 -0.37813
C -4.71722 4.60200 0.77976
C -3.44691 4.43207 1.31543
C -2.55091 3.57430 0.69828
C -0.57554 3.04018 -2.03723
C -1.09862 3.94329 -2.96099
C -0.28829 4.92360 -3.50773
C 1.03875 5.02772 -3.10910
C 1.55017 4.15513 -2.16102
C 0.75422 3.14569 -1.60624
Si 1.39266 1.97681 -0.29110
C 1.57830 2.78336 1.40748
C 2.06740 4.08194 1.55882
C 2.34398 4.59761 2.81840
C 2.14850 3.81605 3.94922
C 1.64246 2.52874 3.83232
C 1.35178 2.02474 2.56443
P 0.49457 0.44822 2.24012
C 0.05043 -0.32340 3.90559
C 1.09892 -0.43862 4.96465
C 0.79780 -0.52697 6.26110
C -0.54418 -0.49947 6.86961
C -1.72984 -0.52008 6.25522
C -1.95468 -0.54473 4.76837
C -1.54384 -0.00296 1.53380
C -1.96719 -1.37168 1.74123
C -1.65861 -2.07927 2.83497
C -0.96520 -1.53009 4.01996
C -1.19973 0.61813 4.09498
C -1.34108 0.94239 2.59639
C 3.13405 1.33111 -0.60005
C 4.22263 2.18023 -0.83068
C 5.51032 1.68180 -0.93076
C 5.74462 0.31462 -0.81854
C 4.68591 -0.54659 -0.60460
C 3.38949 -0.03815 -0.47276
P 2.02441 -1.18700 -0.18130
C 2.27772 -2.44794 -1.46368
C 2.66328 -2.01918 -2.73372
C 2.81339 -2.93953 -3.76060
C 2.58755 -4.28868 -3.52427
C 2.22022 -4.72171 -2.25667
C 2.06177 -3.80644 -1.22902
C 2.36088 -2.03833 1.39925
C 3.49787 -1.80283 2.17201
C 3.69672 -2.50723 3.35536
C 2.76394 -3.44040 3.78348
C 1.61558 -3.66459 3.03200
C 1.41244 -2.96176 1.85411
H -4.79543 -1.22520 -4.87311
H -3.12822 0.34899 -5.78592
H -1.71226 1.68128 -4.27301
H -3.69093 -0.08411 -0.89629
H -5.07111 -1.45897 -2.42164
H -4.48366 2.53984 -1.89451
H -6.06141 4.07521 -0.80794
H -5.42067 5.27266 1.25813
H -3.15585 4.97476 2.20721
H -1.53531 3.49603 1.07433
H -2.14147 3.88708 -3.25062
H -0.69136 5.61266 -4.23957
H 1.67224 5.79940 -3.52928
H 2.58466 4.26841 -1.85311
H 2.23093 4.70342 0.68088
H 2.71186 5.61197 2.91971
H 2.37919 4.20977 4.93160
H 1.48102 1.93992 4.72343
H 2.13259 -0.50525 4.64368
H 1.62252 -0.62461 6.95886
H -0.55302 -0.47850 7.95317
H -2.62479 -0.49560 6.86868
H -3.00324 -0.66996 4.51839
H -2.46597 -1.86259 0.90910
H -1.97236 -3.11755 2.89821
H -0.56613 -2.32387 4.64408
H -1.09177 1.52866 4.67905
H -1.52430 1.97289 2.33137
H 4.06969 3.24929 -0.93230
H 6.33802 2.35925 -1.10271
H 6.75179 -0.07542 -0.90281
H 4.85796 -1.61640 -0.55716
H 2.83904 -0.96946 -2.93147
H 3.10095 -2.59688 -4.74703
H 2.70932 -5.00627 -4.32748
H 2.06534 -5.77679 -2.06631
H 1.79022 -4.15893 -0.24375
H 4.23397 -1.07619 1.85411
H 4.59488 -2.33270 3.93667
H 2.92968 -3.99443 4.69996
H 0.88702 -4.39980 3.35845
H 0.52043 -3.15179 1.26698
O 0.29256 -0.61856 -4.16842
C -0.17720 -1.02304 -3.14494
O -0.04508 -0.33399 -1.99248
C -1.00883 -2.26909 -3.08619
C -1.48085 -2.82948 -1.90732
C -2.22900 -3.99454 -1.91460
C -2.52126 -4.61289 -3.12122
C -2.05320 -4.03920 -4.28530
C -1.29940 -2.88395 -4.29418
N -2.37881 -4.68774 -5.58167
O -2.93467 -5.76759 -5.53757
O -2.07485 -4.08777 -6.59425
H -1.25343 -2.36232 -0.95766
H -2.58327 -4.43183 -0.99000
H -3.09881 -5.52544 -3.16810
H -0.94162 -2.45941 -5.22148


[5]
Entry from the OMol25 dataset: a gas-phase ion, C2H5N4O (charge +1) at a distorted geometry (ωB97M-V with the def2-TZVPD basis set).

Relative energy (zero: lowest compared OMol25 entry of this formula, charge and spin) = 344.3 kJ/mol
HOMO energy = -0.588 Eh
Net charge = +1
Spin multiplicity = 1
LUMO = -3.87 eV
Electronic energy = -373.10365 Eh
Largest force on an atom = 6.934 eV/Å
HOMO-LUMO gap = 12.122 eV

Atoms and positions in Å:
N -4.40641 -0.03762 -0.74631
C -3.43776 0.28081 -0.27394
O -2.32650 0.85217 0.47665
N -1.18536 0.98436 -0.27236
C -0.18756 0.12313 0.02810
N 0.92036 0.20932 -0.64667
N -0.52638 -0.79859 0.92575
H -1.07111 1.75277 -0.91034
H 1.60451 -0.47213 -0.57054
H 0.94433 0.92316 -1.55065
H 0.14161 -1.49887 1.21700
H -1.54696 -0.72713 1.32740